Entry 1:
Here is C12H21F9O7Ti as an isolated structure at a distorted geometry from the Open Molecules 2025 dataset. Energies are from ωB97M-V with the def2-TZVPD basis set.

Geometry as ORCA input:
```
! wB97M-V def2-TZVPD RIJCOSX def2/J DEFGRID3
* xyz -1 4
Ti 2.53 -26.07 2.53
O 2.16 -23.43 4.60
H 2.96 -23.92 4.25
H 1.35 -23.84 4.17
H 2.13 -23.72 5.57
C 1.15 -24.64 7.34
O 1.69 -23.29 7.23
O 1.84 -25.36 6.41
C 1.14 -25.13 8.83
F 2.37 -25.55 9.31
F 0.74 -24.22 9.73
F 0.31 -26.19 8.96
C 2.78 -22.84 8.06
C 2.99 -21.42 7.57
H 2.19 -20.78 7.94
H 3.96 -21.09 7.96
H 3.03 -21.35 6.49
H 3.66 -23.48 7.92
H 2.47 -22.83 9.11
H 0.09 -24.66 7.09
C -0.27 -24.33 2.39
O 0.31 -23.11 2.73
O 0.18 -25.24 3.32
C -1.84 -24.15 2.31
F -2.43 -25.35 2.06
F -2.46 -23.69 3.39
F -2.13 -23.42 1.19
C 0.47 -22.13 1.71
C 1.15 -20.91 2.35
H 0.88 -20.65 3.37
H 2.24 -21.01 2.43
H 1.03 -20.08 1.65
H -0.47 -21.74 1.32
H 1.15 -22.49 0.94
H -0.07 -24.66 1.36
C 5.50 -24.36 4.11
O 6.11 -25.33 4.92
O 4.28 -24.90 3.86
C 5.61 -23.01 4.93
F 6.83 -22.45 4.89
F 4.75 -22.06 4.47
F 5.20 -23.18 6.20
C 7.52 -25.30 5.05
C 8.03 -26.63 5.59
H 8.03 -27.39 4.82
H 9.07 -26.50 5.88
H 7.52 -27.00 6.48
H 7.77 -24.56 5.82
H 8.17 -25.01 4.22
H 6.03 -24.14 3.17
*
```

HOMO level (spin up / spin down) in hartree: -0.1498 / -0.1695
<S²>: 3.751
Energy above the lowest of the compared OMol25 structures with the same formula, charge and spin in eV: 0.0000

---

Entry 2:
Here is C18H21Cl2N3O4S in the gas phase at a distorted geometry from the Open Molecules 2025 dataset. Energies are from ωB97M-V with the def2-TZVPD basis set.

Geometry as ORCA input:
```
! wB97M-V def2-TZVPD RIJCOSX def2/J DEFGRID3
* xyz 0 1
C -3.58 -3.49 0.43
O -3.22 -2.12 0.44
C -2.10 -1.73 -0.23
C -1.26 -2.61 -0.89
C -0.16 -2.15 -1.60
C 0.08 -0.79 -1.63
S 1.47 -0.14 -2.52
O 2.27 -1.20 -3.06
O 1.04 0.91 -3.40
N 2.33 0.67 -1.30
C 3.23 0.05 -0.47
C 3.07 -1.28 -0.12
C 3.98 -1.87 0.74
Cl 3.78 -3.53 1.16
C 5.04 -1.16 1.27
C 5.19 0.18 0.92
Cl 6.50 1.02 1.68
C 4.31 0.80 0.04
O 4.35 2.10 -0.39
C 5.59 2.73 -0.65
C -0.73 0.11 -0.96
C -1.84 -0.33 -0.25
N -2.72 0.56 0.36
C -3.07 0.40 1.75
C -4.44 1.02 2.01
N -4.37 2.43 1.66
C -4.05 2.57 0.25
C -2.68 1.96 -0.02
H -4.51 -3.55 0.98
H -2.83 -4.11 0.92
H -3.74 -3.85 -0.59
H -1.46 -3.66 -0.88
H 0.49 -2.82 -2.13
H 2.58 1.62 -1.54
H 2.25 -1.85 -0.53
H 5.73 -1.62 1.95
H 6.00 3.21 0.24
H 6.32 2.03 -1.05
H 5.38 3.50 -1.40
H -0.47 1.15 -1.02
H -3.09 -0.66 2.01
H -2.33 0.91 2.38
H -4.69 0.93 3.07
H -5.19 0.47 1.41
H -5.25 2.89 1.88
H -4.03 3.64 0.01
H -4.79 2.08 -0.40
H -2.46 2.04 -1.08
H -1.92 2.51 0.56
*
```

HOMO level in hartree: -0.2976
Energy above the lowest of the compared OMol25 structures with the same formula, charge and spin in eV: 0.1515

---

Entry 3:
Here is C3H4ClF in the gas phase at a distorted geometry from the Open Molecules 2025 dataset. Energies are from ωB97M-V with the def2-TZVPD basis set.

Geometry as ORCA input:
```
! wB97M-V def2-TZVPD RIJCOSX def2/J DEFGRID3
* xyz 0 1
F 0.61 -2.28 -1.08
C 0.60 -1.14 -0.44
C -0.12 -0.90 0.66
C -0.47 0.50 1.09
Cl -0.30 1.79 -0.12
H 1.30 -0.34 -0.82
H -0.48 -1.77 1.28
H -1.46 0.49 1.56
H 0.19 0.91 1.98
*
```

HOMO level in hartree: -0.3504
Energy above the lowest of the compared OMol25 structures with the same formula, charge and spin in eV: 0.6887

---

Entry 4:
Here is C25H32N6O2PtS4 as an isolated structure at a distorted geometry from the Open Molecules 2025 dataset. Energies are from ωB97M-V with the def2-TZVPD basis set.

Geometry as ORCA input:
```
! wB97M-V def2-TZVPD RIJCOSX def2/J DEFGRID3
* xyz 0 1
Pt 0.52 0.18 0.29
S 1.79 -1.52 1.29
S 1.24 -1.55 3.21
S 0.55 0.46 3.86
S -0.12 1.44 2.29
C 3.74 1.40 -3.33
N 4.26 2.08 -2.17
C 5.38 2.95 -2.39
C 5.49 3.97 -1.27
C 5.47 3.21 0.05
N 4.27 2.42 0.14
C 3.78 2.12 1.46
C 3.71 1.80 -0.94
O 2.73 1.07 -0.86
H 3.34 2.13 -4.04
H 2.93 0.74 -3.01
H 4.52 0.81 -3.82
H 5.24 3.46 -3.35
H 6.31 2.36 -2.46
H 4.64 4.65 -1.31
H 6.41 4.54 -1.37
H 5.48 3.92 0.89
H 6.36 2.58 0.14
H 3.63 3.04 2.02
H 4.47 1.47 2.01
H 2.82 1.60 1.37
C -4.58 -2.72 6.46
C -4.08 -2.90 5.06
C -2.73 -2.80 4.77
C -2.26 -3.01 3.48
C -3.15 -3.33 2.46
N -2.62 -3.51 1.17
C -3.23 -4.07 0.09
O -4.34 -4.56 0.07
N -2.45 -4.11 -1.07
C -1.38 -3.34 -1.47
C -0.50 -3.82 -2.45
C 0.55 -3.01 -2.85
C 0.70 -1.76 -2.30
N -0.15 -1.28 -1.39
C -1.16 -2.05 -0.99
C -4.50 -3.44 2.74
C -4.96 -3.22 4.03
H -3.87 -2.15 7.06
H -4.72 -3.69 6.93
H -5.55 -2.21 6.47
H -2.03 -2.55 5.55
H -1.20 -2.92 3.28
H -1.63 -3.31 1.09
H -2.82 -4.75 -1.76
H -0.66 -4.79 -2.89
H 1.25 -3.36 -3.60
H 1.50 -1.10 -2.59
H -1.84 -1.61 -0.27
H -5.19 -3.70 1.96
H -6.01 -3.30 4.23
C -2.80 4.06 -3.61
C -2.06 3.22 -2.62
C -0.69 3.33 -2.46
C -0.04 2.53 -1.54
N -0.68 1.64 -0.80
C -2.00 1.52 -0.93
C -2.72 2.29 -1.82
H -2.11 4.62 -4.23
H -3.46 4.76 -3.09
H -3.42 3.43 -4.25
H -0.12 4.05 -3.04
H 1.03 2.59 -1.38
H -2.49 0.80 -0.30
H -3.79 2.17 -1.90
*
```

HOMO level in hartree: -0.2129
Energy above the lowest of the compared OMol25 structures with the same formula, charge and spin in eV: 2.0162

---

Entry 5:
Here is C28H28I2N3O2Pd as an isolated structure from the Open Molecules 2025 dataset. Energies are from ωB97M-V with the def2-TZVPD basis set.

Geometry as ORCA input:
```
! wB97M-V def2-TZVPD RIJCOSX def2/J DEFGRID3
* xyz -1 1
Pd 0.34 -0.41 -0.70
I -7.62 -2.19 -0.31
C -5.69 -1.39 -0.07
C -5.18 -1.20 1.21
C -3.91 -0.68 1.33
I -3.10 -0.42 3.25
C -3.06 -0.33 0.24
O -1.90 0.16 0.38
C -3.65 -0.58 -1.05
C -2.80 -0.34 -2.27
N -1.68 -1.26 -2.35
C -1.96 -2.68 -2.38
C -1.76 -3.29 -1.01
C -2.82 -3.63 -0.18
C -2.55 -4.03 1.12
C -1.23 -4.10 1.54
C -0.24 -3.78 0.62
N -0.49 -3.39 -0.63
C -4.93 -1.09 -1.19
H -5.77 -1.45 2.08
H -2.37 0.66 -2.21
H -3.44 -0.39 -3.16
H -0.96 -0.96 -2.99
H -1.24 -3.16 -3.05
H -2.97 -2.89 -2.75
H -3.84 -3.53 -0.52
H -3.36 -4.26 1.80
H -0.97 -4.37 2.55
H 0.81 -3.83 0.90
H -5.32 -1.26 -2.18
C 3.88 5.05 0.85
C 3.36 3.84 0.11
C 4.14 2.71 -0.06
C 3.67 1.58 -0.72
C 4.59 0.40 -0.88
C 2.35 1.56 -1.22
C 1.84 0.29 -1.84
O 0.84 0.27 -2.67
C 1.55 2.71 -1.07
C 0.12 2.78 -1.55
C 2.07 3.82 -0.41
H 4.92 4.92 1.13
H 3.30 5.22 1.76
H 3.80 5.95 0.24
H 5.16 2.70 0.32
H 5.56 0.62 -0.43
H 4.76 0.16 -1.94
H 4.19 -0.50 -0.41
H 2.60 -0.49 -1.96
H 0.06 2.62 -2.62
H -0.31 3.75 -1.29
H -0.49 2.00 -1.09
H 1.44 4.69 -0.28
C 2.47 0.79 3.44
C 1.21 1.26 3.12
C 0.51 0.68 2.07
N 1.01 -0.32 1.34
C 2.22 -0.79 1.67
C 2.98 -0.26 2.70
H 3.04 1.24 4.24
H 0.76 2.07 3.67
H -0.48 1.00 1.78
H 2.59 -1.61 1.07
H 3.96 -0.67 2.91
*
```

HOMO level in hartree: -0.1520
Energy above the lowest of the compared OMol25 structures with the same formula, charge and spin in eV: 0.2058

---

Entry 6:
Here is a 2-piece molecular cluster, H3NOS overall at a distorted geometry from the Open Molecules 2025 dataset. Energies are from ωB97M-V with the def2-TZVPD basis set.

Geometry as ORCA input:
```
! wB97M-V def2-TZVPD RIJCOSX def2/J DEFGRID3
* xyz 0 1
N -0.49 0.79 0.09
O 0.97 -1.14 0.27
S 1.02 0.30 0.05
H -0.49 1.80 0.10
H -1.24 0.45 0.68
H 0.22 -2.20 -1.18
*
```

HOMO level (spin up / spin down) in hartree: -0.2904 / -0.3279
Energy above the lowest of the compared OMol25 structures with the same formula, charge and spin in eV: 3.2488

---

Entry 7:
Here is a 2-piece molecular cluster, C5H12NOP overall at a distorted geometry from the Open Molecules 2025 dataset. Energies are from ωB97M-V with the def2-TZVPD basis set.

Geometry as ORCA input:
```
! wB97M-V def2-TZVPD RIJCOSX def2/J DEFGRID3
* xyz 0 1
C 1.30 0.93 -1.37
C -0.95 1.86 -0.66
C 0.72 1.21 1.10
C -0.30 -2.13 1.43
C 0.26 1.31 -0.36
N -0.07 -1.50 0.24
O -2.55 -1.93 -0.73
P -1.18 -1.43 -0.84
H 2.28 1.43 -1.11
H 1.62 -0.16 -1.24
H 0.97 1.19 -2.43
H -0.42 -1.26 -1.90
H -1.21 1.81 -1.74
H -1.77 1.95 0.02
H 1.77 1.45 1.29
H 0.08 1.92 1.61
H 0.38 0.23 1.39
H 0.33 -1.59 2.20
H -1.39 -2.19 1.76
H 0.13 -3.11 1.34
*
```

HOMO level in hartree: -0.3344
Energy above the lowest of the compared OMol25 structures with the same formula, charge and spin in eV: 1.3928

---

Entry 8:
Here is C5H7NO in the gas phase at a distorted geometry from the Open Molecules 2025 dataset. Energies are from ωB97M-V with the def2-TZVPD basis set.

Geometry as ORCA input:
```
! wB97M-V def2-TZVPD RIJCOSX def2/J DEFGRID3
* xyz 0 1
C -1.78 -0.77 0.46
C -0.84 0.35 0.47
O -0.97 1.31 1.17
C 0.36 0.21 -0.51
C 1.60 1.00 -0.07
C 0.69 -1.18 -0.88
N 0.89 -2.29 -1.13
H -2.70 -0.62 1.05
H -0.74 -1.06 1.21
H -2.02 -1.25 -0.54
H -0.08 0.69 -1.39
H 2.08 0.52 0.79
H 2.33 1.07 -0.88
H 1.28 2.00 0.22
*
```

HOMO level in hartree: -0.3665
Energy above the lowest of the compared OMol25 structures with the same formula, charge and spin in eV: 2.1280

---

Entry 9:
Here is an isolated ion of composition C5H10ClN2 and charge +1 at a distorted geometry from the Open Molecules 2025 dataset. Energies are from ωB97M-V with the def2-TZVPD basis set.

Geometry as ORCA input:
```
! wB97M-V def2-TZVPD RIJCOSX def2/J DEFGRID3
* xyz 1 3
C -0.62 0.49 1.26
C 0.06 -0.03 -0.99
C 1.19 -0.27 -0.01
C 1.83 -1.64 -0.11
C -2.32 1.22 -0.41
N -1.14 0.61 0.08
N 0.59 -0.05 1.29
Cl 2.47 1.02 -0.24
H -1.12 0.78 2.17
H 0.24 0.74 -1.72
H -0.38 -0.93 -1.41
H 2.25 -1.78 -1.10
H 1.09 -2.41 0.09
H 2.64 -1.72 0.62
H -2.70 0.65 -1.26
H -3.09 1.25 0.36
H -2.11 2.23 -0.75
H 1.14 -0.17 2.13
*
```

HOMO level (spin up / spin down) in hartree: -0.3671 / -0.5608
<S²>: 2.009
Energy above the lowest of the compared OMol25 structures with the same formula, charge and spin in eV: 0.0000

---

Entry 10:
Here is a 8-piece molecular cluster, C21H40NO24S3 overall at a distorted geometry from the Open Molecules 2025 dataset. Energies are from ωB97M-V with the def2-TZVPD basis set.

Geometry as ORCA input:
```
! wB97M-V def2-TZVPD RIJCOSX def2/J DEFGRID3
* xyz -1 1
N -0.33 0.71 1.02
O 0.63 1.24 1.64
O -0.26 0.57 -0.27
O -1.33 0.28 1.60
O 1.38 -3.68 -3.69
S 2.06 -2.83 -4.55
O 1.35 -2.42 -5.79
O 2.38 -1.43 -3.80
C 1.28 -0.55 -3.56
C 1.78 0.73 -2.98
C 3.66 -3.35 -4.96
H 0.66 -1.08 -2.84
H 0.79 -0.26 -4.39
H 2.31 1.23 -3.77
H 2.42 0.48 -2.12
H 0.89 1.47 -2.48
H 4.35 -3.56 -4.19
H 3.99 -2.30 -5.42
H 3.84 -4.02 -5.74
O -1.15 -3.86 -1.52
S -2.07 -3.76 -2.55
O -3.48 -3.77 -2.25
O -1.80 -2.30 -3.35
C -2.18 -1.19 -2.54
C -2.27 0.02 -3.30
C -1.84 -5.05 -3.65
H -1.43 -1.34 -1.68
H -3.09 -1.23 -2.01
H -2.30 0.83 -2.67
H -3.08 0.10 -4.03
H -1.23 0.14 -3.93
H -0.97 -5.10 -3.86
H -2.47 -4.71 -4.70
H -2.27 -6.03 -3.51
O 3.74 1.06 5.25
S 2.79 2.09 5.40
O 2.92 2.97 6.46
O 3.10 3.13 4.15
C 3.61 2.66 2.90
C 3.83 3.99 2.12
C 1.19 1.55 5.03
H 3.07 1.84 2.37
H 4.55 2.05 3.06
H 3.08 4.84 2.32
H 3.77 3.65 1.13
H 4.89 4.52 2.37
H 0.69 2.43 5.19
H 1.00 0.79 5.65
H 1.13 1.17 4.07
C 1.88 -2.84 -0.22
C 2.02 -1.74 0.84
O 3.22 -2.09 1.54
C 3.91 -2.90 0.81
O 4.99 -3.23 1.17
O 3.28 -3.32 -0.24
H 1.56 -2.61 -1.30
H 1.30 -3.51 0.31
H 1.01 -1.75 1.38
H 2.46 -0.84 0.42
C -4.23 1.23 0.49
C -4.65 -0.24 0.80
O -5.46 -0.54 -0.34
C -5.50 0.53 -1.19
O -6.20 0.61 -2.22
O -4.78 1.56 -0.77
H -3.09 1.54 0.36
H -4.49 2.01 1.12
H -5.02 -0.36 1.66
H -3.61 -0.82 0.85
C -1.88 -1.39 4.16
C -2.35 0.00 4.66
O -2.80 -0.33 5.96
C -2.91 -1.67 6.09
O -3.32 -2.10 7.11
O -2.35 -2.26 5.19
H -0.71 -1.35 4.17
H -2.49 -1.73 3.19
H -3.38 0.31 3.87
H -1.48 0.63 4.79
C 0.77 3.94 -0.69
C -0.28 4.20 -1.72
O -0.70 5.44 -1.52
C 0.06 6.03 -0.72
O -0.01 7.22 -0.34
O 0.88 5.22 -0.19
H 1.69 3.76 -1.13
H 0.27 3.37 0.11
H -1.06 3.47 -1.43
H -0.13 3.83 -2.66
*
```

HOMO level in hartree: -0.2670
Energy above the lowest of the compared OMol25 structures with the same formula, charge and spin in eV: 1.3836

---

Entry 11:
Here is C4H5OP in the gas phase at a distorted geometry from the Open Molecules 2025 dataset. Energies are from ωB97M-V with the def2-TZVPD basis set.

Geometry as ORCA input:
```
! wB97M-V def2-TZVPD RIJCOSX def2/J DEFGRID3
* xyz 0 3
C -0.78 -0.89 0.66
C 0.48 -1.22 0.15
C -1.07 0.61 0.58
C 1.18 -0.26 -0.50
O 0.84 2.47 -0.25
P 0.19 1.24 -0.52
H -1.54 -1.56 1.21
H 0.94 -2.28 0.19
H -1.86 1.11 1.16
H 2.05 -0.46 -0.97
H -0.44 1.24 -1.71
*
```

HOMO level (spin up / spin down) in hartree: -0.2749 / -0.3797
<S²>: 2.016
Energy above the lowest of the compared OMol25 structures with the same formula, charge and spin in eV: 0.0000

---

Entry 12:
Here is C23H28N12O3RuS2 as an isolated structure at a distorted geometry from the Open Molecules 2025 dataset. Energies are from ωB97M-V with the def2-TZVPD basis set.

Geometry as ORCA input:
```
! wB97M-V def2-TZVPD RIJCOSX def2/J DEFGRID3
* xyz 2 5
Ru 0.26 -0.57 -0.36
N 3.71 -5.82 3.06
C 3.54 -4.56 2.71
C 3.64 -3.52 3.69
C 3.48 -2.22 3.31
C 3.21 -1.91 1.96
C 3.14 -2.92 0.98
C 3.29 -4.23 1.33
S 3.13 -0.18 1.52
O 3.60 0.50 2.67
O 3.85 -0.10 0.28
N 1.53 0.02 1.27
C 0.88 1.19 1.75
N -0.29 1.36 1.13
C -0.99 2.46 1.42
C -0.52 3.38 2.34
C 0.70 3.09 2.93
N 1.41 2.00 2.65
H 3.90 -6.07 4.02
H 3.66 -6.57 2.39
H 3.85 -3.78 4.72
H 3.56 -1.42 4.03
H 3.02 -2.64 -0.06
H 3.25 -5.02 0.59
H -1.93 2.59 0.92
H -1.08 4.27 2.58
H 1.14 3.75 3.67
C 4.35 -1.08 -3.19
C 3.48 0.00 -3.84
N 3.21 1.16 -2.98
C 4.07 2.34 -3.18
C 5.42 2.19 -2.48
C 2.33 1.09 -2.00
C 2.03 2.31 -1.19
N 1.69 -0.04 -1.72
H 4.14 -2.05 -3.63
H 4.18 -1.13 -2.11
H 5.41 -0.87 -3.34
H 2.52 -0.41 -4.17
H 3.95 0.39 -4.74
H 3.55 3.23 -2.83
H 4.20 2.46 -4.26
H 5.29 1.87 -1.45
H 5.94 3.15 -2.49
H 6.05 1.46 -2.98
H 1.72 3.13 -1.82
H 2.91 2.61 -0.62
H 1.22 2.10 -0.49
H 1.98 -0.81 -2.30
O -1.66 -1.78 1.38
N -0.92 -1.27 0.71
N -1.09 -0.10 -1.74
C -1.66 0.90 -2.07
N -2.19 1.91 -2.50
C -3.20 2.69 -2.14
N -4.04 3.40 -1.81
C -4.21 -3.98 -2.87
C -2.83 -3.57 -3.27
C -2.50 -3.21 -4.57
C -1.21 -2.80 -4.85
N -0.27 -2.76 -3.89
C -0.70 -3.14 -2.72
S 0.54 -3.10 -1.45
N -1.88 -3.53 -2.31
H -4.73 -4.46 -3.70
H -4.78 -3.10 -2.59
H -4.18 -4.65 -2.02
H -3.24 -3.25 -5.36
H -0.90 -2.50 -5.84
*
```

HOMO level (spin up / spin down) in hartree: -0.5124 / -0.5247
<S²>: 6.196